(1)
DFT (ωB97M-V/def2-TZVPD) results for C33H40O15 in the gas phase at a distorted geometry.

Results
LUMO (eV): -0.3
SMILES string: COc1ccc(-c2oc3c(CC=C(C)C)c(O[C@H]4O[C@@H](CO)[C@H](O)[C@H](O)[C@H]4O)cc(O)c3c(=O)c2O[C@H]2O[C@@H](C)[C@H](O)[C@H](O)[C@@H]2O)cc1
Relative energy (zero: lowest compared OMol25 entry of this formula, charge and spin) (kcal per mole): 1.5

CARTESIAN COORDINATES (ANGSTROEM)
1 H 0.03418 4.81622 0.17887
2 H 6.40049 -2.92591 2.60538
3 H -3.10139 1.73520 -0.95226
4 H 5.00741 -2.44972 -1.17061
5 O 5.48226 3.96470 -1.02888
6 C 3.80342 0.97870 -2.16129
7 O 0.41128 0.30817 -1.27032
8 C -0.88972 2.97778 0.77639
9 H -6.93982 -0.19485 2.26989
10 H 5.46867 -4.69110 0.16751
11 O -7.91032 1.34027 0.20736
12 C 1.66970 -0.12273 -1.45781
13 H -4.89748 -1.53625 3.05807
14 H 5.30514 4.65245 0.92217
15 H 3.17426 3.77616 0.42175
16 O 4.15729 -0.97571 0.01030
17 H 1.56167 1.96165 0.16816
18 C 5.34513 5.02097 -0.10765
19 C 1.95891 -1.44169 -1.67665
20 H -0.71778 2.49695 2.86247
21 H 3.81395 -1.87550 2.55554
22 H 4.45447 5.62197 -0.31616
23 C -2.82065 -2.25498 -1.32994
24 H -3.85653 -2.06681 1.71468
25 C -0.57195 4.02532 -0.25484
26 C 3.47450 -3.28248 0.11561
27 H -0.02565 3.59710 -1.09435
28 C -1.89946 -0.01565 -1.10359
29 C -6.97727 -0.61729 1.24955
30 C -2.98761 -0.89295 -1.11834
31 O -5.58188 -2.08709 -0.17416
32 O -4.21455 -0.31809 -0.88615
33 H 5.65965 0.98562 1.00236
34 H 2.68751 -4.36924 -1.27923
35 H 6.09554 -1.39387 0.57763
36 H -1.49342 2.00169 -1.63790
37 C -5.90585 -1.71182 1.16203
38 C -0.62907 -0.55535 -1.30138
39 O -6.33248 0.89082 -2.14819
40 O -4.22632 -0.04109 1.92058
41 H -0.90515 4.21950 2.51220
42 C -6.55558 -0.06860 -1.16034
43 C 4.51171 3.02027 -1.09109
44 C -0.44467 3.29166 2.17346
45 C -0.43209 -1.92329 -1.53405
46 O -8.23673 -1.19805 1.02855
47 C -4.65707 -1.37307 2.00544
48 O 3.25626 -1.87410 -1.89261
49 O 1.13761 -3.64868 -1.91865
50 C 3.36095 3.00358 -0.30734
51 C -1.55498 -2.78422 -1.54627
52 H -1.48733 4.47106 -0.64250
53 H 6.23262 5.63863 -0.23430
54 H 2.49866 -2.96820 0.52082
55 C 5.26770 0.25687 1.70576
56 H -6.34604 -2.62775 1.57019
57 C 2.44474 1.98068 -0.45160
58 C 5.13467 -1.09759 1.02865
59 C 2.65620 0.95200 -1.36565
60 H -7.46721 -0.59866 -1.45168
61 O 3.37932 -4.48303 -0.59535
62 H 4.00986 -4.24324 1.97052
63 H 5.60429 2.03495 -2.63280
64 H 3.96884 0.19901 -2.88632
65 H 4.28938 0.58761 2.04322
66 C 4.44816 -3.50549 1.27924
67 H -8.80960 -0.50842 0.65727
68 C -1.53716 1.85381 0.49335
69 H 5.93368 0.16547 2.55850
70 H 0.63643 3.42821 2.20711
71 C -5.39308 -1.08231 -1.10731
72 O 5.68206 -3.99152 0.79952
73 H -5.52195 1.37105 -1.93748
74 C 0.90853 -2.43913 -1.73086
75 H -0.45641 -4.28166 -1.87706
76 H -7.95875 1.85282 1.02243
77 C -6.75593 0.52750 0.23929
78 O -1.42220 -4.09160 -1.74986
79 O 5.70434 -2.39140 3.01185
80 H -3.65666 -2.93350 -1.30806
81 H -5.87438 1.11848 0.51913
82 C -2.04636 1.46296 -0.86692
83 C 4.03066 -2.14127 -0.76143
84 H -3.93589 0.12727 1.01190
85 H -1.74955 1.14769 1.28459
86 C 4.72241 -2.19526 2.03365
87 C 4.71346 1.99928 -2.02603
88 H -5.31402 -1.59186 -2.07774

Atoms 1-2, force components in eV/Å:
0.06 0.10 -0.02
-0.02 0.00 0.07

(2)
DFT (ωB97M-V/def2-TZVPD) results for C18H37N3 in the gas phase.

Results
LUMO (eV): 1.0
SMILES string: C1CCCCCC(NCCN2CCNCC2)CCCCC1
Relative energy (zero: lowest compared OMol25 entry of this formula, charge and spin) (kcal per mole): 0.0

CARTESIAN COORDINATES (ANGSTROEM)
1 H 5.01677 -2.47273 -2.02569
2 C -3.19961 -2.23391 0.64433
3 C -4.48935 -1.46252 0.35067
4 H -5.77706 -0.89441 -1.27298
5 C -2.77448 2.02271 -1.84222
6 N 0.85268 1.41296 0.66920
7 H 5.32641 -1.99452 0.35074
8 C 1.92725 1.26558 1.63178
9 C 3.32911 -1.54735 -1.34828
10 H -4.06658 1.18577 -0.34169
11 H -2.86006 0.20375 1.95123
12 H -2.76657 -0.65612 -1.65159
13 H -2.45434 -2.01164 -0.11788
14 H 5.39126 0.86309 -0.73592
15 H -2.61667 1.91033 -2.91771
16 H -4.44959 -0.48335 0.82558
17 H -2.48445 1.88841 0.76680
18 H -3.37268 -2.10135 2.78207
19 C 2.95694 -0.15599 -0.84853
20 H 3.06040 -2.28413 -0.57156
21 H 4.03448 1.61430 1.75919
22 H 3.30073 2.22681 0.26003
23 H -5.33260 -1.99484 0.79717
24 C -3.78610 -0.32832 -1.84874
25 H -1.79106 -2.63523 2.21357
26 C -1.48659 2.06684 0.36922
27 H -1.00612 -0.59238 0.30451
28 H 1.89595 -0.10524 -0.60552
29 C -2.06630 -0.50580 2.18362
30 C -3.94700 1.13098 -1.42293
31 H 5.70150 0.35065 0.94609
32 H -4.86411 1.52904 -1.86459
33 C -0.84406 -0.21952 1.31303
34 H 1.85211 2.01661 2.44100
35 H -0.66117 2.29474 -1.60887
36 N 4.74841 -1.56654 -1.65334
37 H -3.04601 3.06532 -1.65692
38 H -3.40412 -3.30538 0.58114
39 C -1.45457 1.72346 -1.12327
40 H 2.77183 -1.77600 -2.25948
41 H -0.52775 1.69302 2.25209
42 H 3.17460 0.57707 -1.64558
43 C -0.48774 1.27374 1.22597
44 H -1.28490 3.13456 0.49576
45 N 3.71687 0.14334 0.35316
46 C 5.51711 -1.26942 -0.45991
47 C 5.13360 0.12088 0.04073
48 H 1.85527 0.27658 2.08873
49 H -3.94190 -0.40067 -2.92796
50 H -1.79910 -0.35016 3.23205
51 H 6.58047 -1.29244 -0.71019
52 H -1.20173 0.67351 -1.25446
53 H 0.01278 -0.76056 1.71624
54 C 3.30521 1.38469 0.97728
55 H -4.71449 -2.25433 -1.63356
56 H 0.94066 2.32085 0.22295
57 C -2.60471 -1.93117 2.02310
58 C -4.76140 -1.27756 -1.14556

Atoms 1-2, force components in eV/Å:
-0.03 0.16 0.04
-0.09 0.09 0.21

(3)
DFT (ωB97M-V/def2-TZVPD) results for 2 unconnected molecules or ions with the total composition C3H7OS at a distorted geometry.

Results
LUMO (eV): 4.0
Charge: -1
Relative energy (zero: lowest compared OMol25 entry of this formula, charge and spin) (kcal per mole): 31.5

CARTESIAN COORDINATES (ANGSTROEM)
1 S 1.49366 1.39667 -0.21577
2 H -0.81418 2.00945 -1.09636
3 H -1.47513 -0.75921 0.14853
4 C -0.93165 -1.69099 0.55519
5 H 0.87410 -0.64669 0.59598
6 H -0.22652 2.87677 0.41553
7 O -1.67182 -2.52939 1.03765
8 C 0.10903 2.45668 -0.56749
9 C 0.54748 -1.71145 0.35450
10 H 0.39119 3.14885 -1.43020
11 H 0.63024 -2.01614 -0.76074
12 H 1.07359 -2.53454 0.96317

Atoms 1-2, force components in eV/Å:
0.70 -0.47 -0.01
1.00 -0.13 1.12

(4)
DFT (ωB97M-V/def2-TZVPD) results for a molecular structure, C18H30N10RhS2.

Results
Spin multiplicity: 5
⟨S²⟩: 6.04
LUMO (spin up / spin down) (eV): -9.2 / -11.9
Charge: +3

CARTESIAN COORDINATES (ANGSTROEM)
1 H 4.84201 0.87402 -0.50198
2 H 0.37475 1.98330 4.74998
3 H 2.03216 -0.98637 5.38409
4 H 3.55515 -3.36198 -3.17703
5 S 4.64206 -1.48585 -2.08694
6 H -1.03656 -2.50898 1.67751
7 H -2.33724 1.02788 1.00178
8 N 0.52820 -1.89805 2.95464
9 H 1.45575 -3.08493 4.44149
10 H -0.03301 -3.79571 2.36305
11 H -0.27074 -2.78466 4.69041
12 C 1.17233 1.35261 4.36025
13 H 0.36657 -0.89617 5.96721
14 H -2.61413 -1.89490 -0.67864
15 N -2.51270 2.67764 -1.80444
16 H -3.43130 3.36250 -3.57357
17 H -1.68674 2.06115 -4.55336
18 H -0.69870 3.51447 -4.32574
19 C -2.47858 3.44758 -3.05702
20 C 0.66643 -2.34245 4.34776
21 H -1.81140 2.71111 0.84202
22 N -0.89502 1.39228 -0.53928
23 H 3.21143 1.08977 0.02999
24 H -4.53487 2.99278 -1.53467
25 H 1.36265 -4.43096 -3.50635
26 C 2.17133 -2.09721 -1.97947
27 H 0.36100 2.19913 1.71241
28 N 2.25360 -0.96235 -1.20903
29 S -0.97054 -4.29380 -2.84920
30 C -3.65153 2.85822 -0.91406
31 C 0.98490 -1.04219 5.08427
32 C 3.37761 -2.50808 -2.53933
33 H 0.67846 0.48163 -3.07111
34 H 0.60977 -2.80278 1.06003
35 H -3.81416 1.98035 -0.29902
36 H 1.35163 1.79856 -2.07279
37 C 0.71166 1.56918 -2.92604
38 C -1.26237 -2.93626 -1.76697
39 C 0.43984 -0.55093 2.88528
40 Rh 0.27286 -0.35233 -0.28975
41 C 3.49686 -0.51454 -1.16816
42 C 0.66055 -3.86145 -2.91440
43 N 3.88278 0.55965 -0.50529
44 N 0.71038 -0.00330 4.07992
45 N -0.59982 2.13036 -2.73978
46 C 0.91549 -2.73468 -2.14031
47 N -0.18445 -2.22267 -1.49193
48 H 1.95484 1.29334 5.11439
49 H -2.28790 4.50201 -2.84717
50 H 1.60153 1.81184 3.47489
51 C -1.33391 2.79066 -3.82054
52 H -3.26540 -3.26175 -1.51233
53 C -0.01457 -2.78777 1.95540
54 H 1.15380 2.01079 -3.81616
55 C -0.42985 1.45717 1.85380
56 H -0.88935 1.62584 2.82710
57 N -2.46834 -2.68282 -1.29202
58 N 0.08579 0.07618 1.76228
59 C -1.48201 1.67524 0.78364
60 C -1.34330 2.03785 -1.61812
61 H -3.54564 3.74085 -0.28162

Atoms 1-2, force components in eV/Å:
0.00 0.00 0.00
0.00 0.00 0.00